Below is a 2-piece molecular cluster, Cl4H6Si4 overall, with properties calculated with wB97M-V/def2-TZVPD.

Bonds (Å) are listed after each position.
CARTESIAN COORDINATES (ANGSTROEM)
1 Si -1.087 -2.396 -1.625  Si3 2.270, Cl5 2.022, H9 1.393, H10 1.551
2 Si 0.822 2.679 1.278  Si4 2.398, Cl6 1.986, H11 1.446, H12 1.498
3 Si -0.919 -0.450 -0.469  Si1 2.270, Si4 2.327, H13 1.516
4 Si 0.403 0.319 1.286  Si2 2.398, Si3 2.327, Cl8 2.136, H14 1.623
5 Cl -1.446 -3.844 -0.261  Si1 2.022
6 Cl 2.673 2.974 0.623  Si2 1.986
7 Cl 1.756 0.281 -1.667  no bonds
8 Cl -0.933 -0.117 2.895  Si4 2.136
9 H -2.212 -2.423 -2.447  Si1 1.393
10 H -0.132 -3.083 -2.636  Si1 1.551
11 H 1.100 3.055 2.646  Si2 1.446
12 H -0.042 3.131 0.141  Si2 1.498
13 H -1.655 0.513 -1.379  Si3 1.516
14 H 1.672 -0.638 1.615  Si4 1.623

spin multiplicity = 1
frontier orbital gap = 7.403 eV
E = -3002.36879 hartree
energy above the lowest of the compared OMol25 structures with the same formula, charge and spin = 54.1 kcal/mol
LUMO energy = -2.54 eV